No. 1
ORCA calculation (ωB97M-V with the def2-TZVPD basis set) on 2 unconnected molecules or ions with the total composition ClN2O3P at a distorted geometry.

## Properties
Electronic energy = -30929.1689 eV
Relative energy (zero: lowest compared OMol25 entry of this formula, charge and spin) = 0.0000 eV
HOMO = -10.500 eV
HOMO-LUMO gap = 9.4 eV

Structure (ORCA input):
```
! wB97M-V def2-TZVPD RIJCOSX def2/J DEFGRID3
* xyz 0 1
O -2.3383 1.1098 -0.0260
N -1.4513 0.3188 0.0122
N -0.8473 -0.6304 -0.1539
O 0.2295 -1.1627 -0.2587
O 2.9215 -0.3753 0.7668
P 2.3021 -0.0999 -0.5184
Cl 1.2143 1.7107 -0.0182
*
```

natural (NBO) atomic charges, in units of e: atom 1 (O): -0.2839, atom 2 (N): 0.4359, atom 3 (N): 0.3407, atom 4 (O): -0.4350, atom 5 (O): -1.0002, atom 6 (P): 1.3984, atom 7 (Cl): -0.4559

---

No. 2
ORCA calculation (ωB97M-V with the def2-TZVPD basis set) on a molecular structure, ClN2O6Rb at a distorted geometry.

## Properties
Electronic energy = -28425.8380 eV
Relative energy (zero: lowest compared OMol25 entry of this formula, charge and spin) = 14.0465 eV
HOMO = 0.587 eV
HOMO-LUMO gap = 4.2 eV

Structure (ORCA input):
```
! wB97M-V def2-TZVPD RIJCOSX def2/J DEFGRID3
* xyz -2 1
Rb 0.8086 0.4211 -0.9903
Cl 2.3692 -0.9626 -1.2043
N -0.5572 1.7348 0.1451
O -0.1551 2.3448 -0.7916
O 0.0725 1.8765 1.2683
O -1.5655 1.1651 -0.0876
N -0.1871 -1.6864 0.3398
O 0.4143 -0.6444 0.4847
O -0.0456 -2.6645 1.0486
O -1.1541 -1.5845 -0.2128
*
```

Löwdin atomic charges, in units of e: atom 1 (Rb): 1.2628, atom 2 (Cl): -0.5503, atom 3 (N): -0.8806, atom 4 (O): -0.3232, atom 5 (O): -0.1072, atom 6 (O): -0.0321, atom 7 (N): -0.7515, atom 8 (O): -0.5810, atom 9 (O): -0.0554, atom 10 (O): 0.0185

---

No. 3
ORCA calculation (ωB97M-V with the def2-TZVPD basis set) on 2 unconnected molecules or ions with the total composition ClNO2 at a distorted geometry.

## Properties
Electronic energy = -18106.4014 eV
Relative energy (zero: lowest compared OMol25 entry of this formula, charge and spin) = 0.0000 eV
HOMO = -1.460 eV
HOMO-LUMO gap = 8.6 eV

Structure (ORCA input):
```
! wB97M-V def2-TZVPD RIJCOSX def2/J DEFGRID3
* xyz -2 1
N 0.1424 -0.4993 -2.7073
O 1.0439 -0.3121 -3.7256
O 0.5456 -0.3889 -1.5663
Cl -1.7319 1.2002 7.9992
*
```

natural (NBO) atomic charges, in units of e: atom 1 (N): 0.2140, atom 2 (O): -0.7039, atom 3 (O): -0.5101, atom 4 (Cl): -1.0000

---

- Among the records above, which one has the highest HOMO-LUMO gap?
  ClN2O3P